1.
Here is a structure of composition C34H50As3BF2NOPdTe from OMol25. Energies are from ωB97M-V/def2-TZVPD.

Atoms and positions in Å:
H: 1.321 0.571 -1.101
C: 3.983 -2.066 0.953
H: 2.511 1.890 -0.884
H: -3.094 3.249 4.809
H: 1.921 6.889 1.857
C: -2.172 2.710 5.029
H: -0.271 5.062 -2.005
H: -2.060 -7.806 -5.738
H: 0.947 -6.703 -1.790
H: 3.299 2.896 1.648
H: 5.927 -1.067 3.534
C: 0.117 -1.481 -3.038
F: -1.791 -1.223 4.965
H: 0.602 3.414 3.539
C: 2.731 -1.952 1.554
H: 0.923 -0.384 -4.692
C: 5.127 -1.736 1.661
C: 2.640 -1.539 2.883
As: -1.597 1.713 3.434
H: 2.610 7.123 0.252
H: 0.658 -2.385 -3.284
C: -1.744 -5.919 -4.762
H: 1.388 4.759 -1.464
H: 3.585 1.223 2.198
C: -0.316 -5.366 -2.875
H: 3.711 -0.906 4.625
H: -2.129 2.680 1.179
C: 0.960 -5.673 -2.149
Pd: -0.175 -0.442 2.420
C: 5.032 -1.315 2.981
C: 0.447 3.137 0.724
H: -3.633 -3.154 -1.756
C: -0.455 0.792 -3.538
C: -1.450 -0.303 -1.616
C: -1.228 -4.387 -2.484
C: 3.789 -1.222 3.593
C: -2.362 -0.237 -0.435
C: -2.013 -6.745 -5.984
N: 0.470 -1.523 0.748
H: 2.654 2.334 3.212
C: 0.635 5.528 -1.620
H: -0.127 2.903 -0.179
C: -0.918 5.213 0.986
H: -0.276 4.941 3.596
H: -3.048 -2.129 -3.060
C: -2.638 -4.945 -4.341
C: 0.261 -0.356 -3.838
C: -0.726 -1.451 -1.937
H: -3.047 -1.089 -0.398
H: 1.159 -5.027 -1.297
H: -1.477 5.811 1.714
F: -1.568 -2.895 3.518
H: 0.996 6.235 -2.366
H: -3.549 -4.782 -4.904
C: 1.515 -2.275 0.750
H: -1.222 -6.618 -6.724
C: -1.303 0.810 -2.442
As: 0.193 6.538 0.011
H: -3.318 0.310 2.182
C: 2.870 2.048 2.185
H: -3.699 0.399 3.909
H: -2.350 2.001 5.838
H: -1.651 4.932 0.219
C: 0.334 4.302 2.956
C: -3.370 0.974 3.044
C: 2.071 0.994 -0.440
H: 1.654 -1.458 3.356
H: -2.960 0.674 -0.457
B: -1.279 -1.613 3.783
H: -1.873 1.704 -2.217
As: 1.257 1.431 1.272
H: 6.095 -1.814 1.185
H: -4.076 1.783 2.849
H: -4.340 -3.291 -3.362
C: -1.708 3.150 2.073
H: 1.290 3.758 0.406
H: 0.116 -6.874 -4.323
H: 4.044 -2.411 -0.070
H: -2.956 -6.467 -6.451
H: -0.358 1.674 -4.157
H: 1.807 -5.582 -2.831
H: -1.782 -0.251 0.503
C: -2.402 -4.176 -3.211
H: 1.256 4.833 2.730
C: -3.407 -3.133 -2.824
C: -0.431 3.930 1.696
Te: -0.885 -3.190 -0.757
H: 2.848 0.250 -0.270
H: 2.408 5.483 0.886
H: -1.403 3.413 5.344
C: 1.968 6.478 0.851
C: -0.594 -6.115 -4.016
H: -2.463 3.854 2.441
O: 1.569 -3.324 0.003

Atoms 1-6, force components in eV/Å:
-0.107 -0.036 -0.105
-0.057 0.002 0.070
-0.001 -0.038 -0.016
-0.008 0.018 0.009
-0.004 0.017 0.020
0.096 0.046 0.025

## Properties
**LUMO energy (alpha / beta)**: 0.56 / -1.38 eV
**<S²>**: 3.77
**Energy**: -239006.3445 eV
**Frontier orbital gap (alpha / beta)**: 6.289 / 6.489 eV
**Spin multiplicity**: 4


2.
Here is a structure of composition C34H50AsF5NOP2RhS5Te from OMol25. Energies are from ωB97M-V/def2-TZVPD.

Atoms and positions in Å:
F: 3.665 0.847 -1.774
C: 3.597 0.401 3.719
C: 3.122 -0.335 1.305
C: 1.049 -4.593 1.099
H: -4.022 2.476 -1.715
H: 2.379 3.782 -0.090
H: -0.673 0.341 -4.268
H: 4.093 -6.113 1.485
H: -5.182 3.336 -3.646
H: -0.127 4.584 4.154
C: -5.456 -0.241 -5.090
H: 3.488 5.026 0.556
H: 1.854 4.805 1.261
H: 3.218 4.320 3.699
C: 2.827 -6.207 -0.325
C: -2.975 -5.347 -1.674
H: 1.413 -6.001 -1.920
C: -4.010 -6.836 -0.043
H: 1.683 -1.614 3.012
F: 1.195 1.693 -4.578
H: 1.098 3.310 5.822
C: -2.006 -5.035 -0.713
C: 2.542 0.297 2.595
C: 0.552 4.194 3.373
P: 1.822 2.014 2.200
H: 0.992 -0.326 4.115
H: 5.055 3.164 0.453
S: -0.725 -2.331 -0.151
C: 1.620 2.625 5.076
C: -2.901 2.800 0.757
C: 2.703 4.273 0.830
F: 1.657 -0.573 -3.209
H: -6.593 2.934 -5.599
N: 0.869 1.851 0.961
C: -1.537 2.953 -3.965
S: -4.238 3.257 1.610
As: -1.728 1.668 -2.509
H: -0.522 2.862 -4.330
O: 1.213 2.271 -1.788
C: -5.276 2.353 -4.033
H: -1.084 2.578 4.597
P: -0.543 -4.027 -1.126
C: 4.354 2.464 0.920
H: -5.466 -1.277 -5.413
C: -0.445 2.007 3.897
H: 4.471 1.072 3.534
C: 3.980 3.841 2.996
H: 0.556 -0.384 2.343
C: -2.103 -5.505 0.623
S: -0.155 -4.244 -3.079
H: 4.559 3.107 3.540
C: -3.054 -6.491 0.897
H: -1.517 -5.040 1.368
H: 1.598 1.604 5.569
H: -1.679 3.940 -3.468
C: 2.234 -5.050 1.656
H: -4.653 -6.493 -2.111
C: 3.303 3.225 1.775
H: 3.472 -6.880 -0.924
H: 2.661 2.974 4.977
C: 3.150 -5.862 0.968
S: -1.814 3.768 -0.196
H: -4.784 -7.564 0.241
H: -3.016 -4.844 -2.635
H: 0.012 4.195 2.398
H: 4.709 4.613 2.697
H: 2.489 -4.704 2.636
H: 3.943 1.948 0.048
Te: 2.239 1.253 -2.960
C: -1.354 0.016 -3.495
C: -6.098 0.841 -5.721
H: -0.982 -0.762 -2.843
H: 0.323 -4.075 1.717
F: 3.670 0.687 -4.044
C: -3.775 1.531 -2.203
F: 3.049 2.882 -3.292
H: 2.965 -1.484 1.361
Rh: -0.372 2.083 -0.582
H: -2.309 2.672 -4.726
H: 4.202 -0.204 1.246
H: 2.658 0.048 0.381
C: -4.590 1.306 -3.405
H: 3.125 0.714 4.644
C: -4.786 0.004 -3.873
C: 0.799 -4.897 -0.253
C: 1.669 -5.763 -0.903
H: -6.657 0.698 -6.671
H: -3.019 -6.999 1.853
H: -0.998 1.872 2.943
H: 3.985 -0.614 3.868
C: 0.882 2.739 3.736
C: -6.059 2.106 -5.125
H: -3.900 0.702 -1.480
S: -2.244 1.182 0.693
H: 4.896 1.744 1.542
H: -4.433 -0.853 -3.304
H: 1.451 4.800 3.312
H: -0.316 1.034 4.369
H: -2.327 -0.314 -3.944
C: -3.957 -6.246 -1.319
C: 1.350 -0.556 3.086

Atoms 1-6, force components in eV/Å:
0.687 -0.134 2.009
0.382 -0.200 -0.302
-0.338 -1.586 0.221
0.449 -0.832 -0.523
-0.061 -0.161 0.070
-0.099 0.082 -0.040

## Properties
**LUMO energy (alpha / beta)**: 3.65 / 2.51 eV
**Energy relative to the best compared isomer or geometry (same formula, charge and spin)**: 0.000 eV
**<S²>**: 6.02
**Energy**: -197089.3688 eV
**Total charge**: -2
**Frontier orbital gap (alpha / beta)**: 4.688 / 5.189 eV
**Spin multiplicity**: 5


3.
Here is a structure of composition C34H50MoN8O14P2S from OMol25. Energies are from ωB97M-V/def2-TZVPD.

Atoms and positions in Å:
H: 1.521 0.913 -5.711
H: -6.486 2.869 1.423
C: 5.485 1.427 2.098
C: 2.261 3.375 0.388
H: 5.415 -1.147 1.855
H: -4.307 3.642 0.731
C: 2.006 -3.328 -1.050
O: 3.677 -3.703 -2.733
C: -0.641 2.734 -5.574
H: 0.249 0.075 8.514
H: -3.548 -2.150 -0.662
O: -1.997 -0.127 0.051
C: 0.080 1.364 4.913
S: -0.064 -0.858 3.659
H: -4.630 -2.726 1.502
C: 0.036 0.022 5.174
H: 4.007 -0.887 2.901
H: -5.289 1.750 2.096
C: -1.164 3.219 0.578
C: 0.183 2.286 5.937
O: -0.768 -0.748 -2.789
O: -1.194 -1.733 3.719
H: -5.731 0.352 -5.377
N: 3.382 2.437 0.442
N: -0.637 2.181 0.513
H: 0.216 3.345 5.710
C: -4.905 0.382 -4.663
H: 5.493 1.248 3.178
H: -4.845 -1.732 -4.404
C: 0.231 -2.666 0.671
H: 0.061 -1.555 6.643
H: -3.051 -2.229 -6.023
C: -5.740 2.113 1.171
H: 2.671 4.384 0.467
P: -3.105 0.629 -0.600
H: 3.535 -4.616 -2.459
C: -4.559 -1.686 1.175
H: 4.033 2.704 -1.533
H: 0.302 3.263 -5.730
C: 0.198 0.430 7.492
H: -4.246 1.210 -4.937
H: -5.545 -2.218 -2.112
C: 0.046 1.659 3.449
C: -5.188 3.040 -1.114
C: 0.517 0.492 -5.645
O: 1.265 -1.408 3.429
H: 5.213 1.927 -0.472
C: 2.876 -2.882 -2.039
C: -2.664 1.202 -2.241
H: -4.418 3.540 -1.707
H: 0.119 0.343 -6.654
H: 3.784 -1.347 1.205
H: 0.582 -0.474 -5.141
C: 4.449 2.697 -0.525
H: -4.396 -1.362 -6.789
H: -5.783 -3.286 -0.713
H: 2.183 -0.027 2.029
O: -3.120 -1.018 -3.683
H: -6.042 3.713 -1.036
N: 1.320 -1.104 -0.670
H: 3.548 -1.139 -3.144
C: -2.372 5.057 1.421
H: 1.709 3.287 -0.548
C: -5.660 -2.247 -1.025
C: 1.253 -2.392 -0.396
Mo: 0.168 0.336 0.493
H: -1.108 2.551 -6.546
N: -0.260 0.515 2.682
C: 2.916 -1.526 -2.354
C: 0.237 1.804 7.236
N: -2.980 5.731 2.141
P: -1.934 -0.045 -3.336
H: 5.323 2.486 1.930
H: -6.236 1.277 0.669
O: 2.559 1.367 -2.761
O: -1.685 0.786 -4.658
H: -1.922 1.996 -2.104
H: 4.905 3.667 -0.321
H: -5.455 -1.154 1.508
O: -4.387 -0.254 -0.831
O: 0.276 2.773 3.036
H: -3.551 1.578 -2.748
H: -5.322 0.562 -3.667
C: 3.264 1.245 1.067
O: 0.942 1.265 -1.218
C: -3.585 -1.277 -6.062
C: -4.162 -0.941 -4.703
C: 2.102 -0.687 -1.654
O: -0.102 -3.764 1.001
H: 1.593 3.196 1.225
O: -0.237 -1.521 1.125
H: 0.079 1.631 -3.888
N: -1.711 4.349 0.517
C: -4.459 -1.652 -0.337
H: 0.312 2.497 8.066
C: 0.096 -0.488 6.457
H: 6.460 1.145 1.697
C: 1.904 0.779 -1.936
H: -5.518 2.130 -1.627
O: -3.502 1.851 0.282
C: -0.373 1.431 -4.865
H: -3.679 -1.252 1.648
H: 1.895 -4.374 -0.782
C: -4.683 2.726 0.281
H: -6.561 -1.691 -0.753
H: -2.894 -0.500 -6.392
C: 4.398 -0.759 1.886
N: 4.427 0.639 1.470
N: 2.115 0.670 1.291
H: -1.301 3.374 -4.983

Atoms 1-6, force components in eV/Å:
-0.032 0.000 -0.027
0.019 -0.051 -0.028
-0.075 -0.130 -0.012
0.224 0.040 -0.005
0.019 0.009 -0.007
0.036 -0.023 0.067

## Properties
**LUMO energy (alpha / beta)**: 0.04 / -0.54 eV
**Energy relative to the best compared isomer or geometry (same formula, charge and spin)**: 0.126 eV
**<S²>**: 2.01
**Energy**: -107932.9454 eV
**Frontier orbital gap (alpha / beta)**: 7.997 / 8.164 eV
**Spin multiplicity**: 3